Below is C33H46BrN3P2SeW as an isolated structure at a distorted geometry, with properties calculated with wB97M-V/def2-TZVPD.

As for the energy above the lowest of the compared OMol25 structures with the same formula, charge and spin: 31.0 kJ/mol. The net charge is +4. The spin multiplicity is 3. For the largest force on an atom, the calculation gives 4.33 eV Å⁻¹. For the HOMO-LUMO gap (alpha / beta), the calculation gives 5.73 / 3.52 eV. As for the molar mass: 889.4 g mol⁻¹. The value obtained for the total energy is -7172.79871 hartree.

Last column: Mulliken charge in e.
Atoms and positions in Å:
W1 -2.94 0.01 0.93  0.571
Br1 -4.97 -1.23 0.84  -0.166
Se1 -1.10 -1.24 1.97  0.123
P1 1.31 -0.54 -0.35  0.724
P2 -2.00 -1.68 -1.96  1.038
N1 0.43 -0.83 4.70  0.262
N2 3.11 5.36 -3.17  0.101
N3 -1.71 -0.46 4.69  0.159
C1 -1.90 0.70 6.89  -0.740
C2 -3.30 -1.16 -4.49  -1.344
C3 -1.21 -3.84 -3.64  -1.498
C4 -1.18 2.33 0.76  1.622
C5 1.48 3.69 -2.66  -0.298
C6 1.83 -1.09 4.35  -0.748
C7 0.11 -0.30 5.97  0.660
C8 3.12 -2.73 -1.02  -1.366
C9 -0.69 -0.86 3.91  -0.242
C10 1.91 -2.29 -0.19  -0.534
C11 -0.74 -2.60 -2.89  -0.238
C12 -1.56 1.69 1.96  -1.122
C13 -1.12 1.26 7.91  -0.593
C14 3.32 5.56 -1.88  -0.512
C15 3.08 0.47 -2.43  -1.674
C16 -4.32 -3.49 -2.08  -1.722
C17 -2.10 2.46 -0.26  -0.083
C18 1.69 -0.08 -2.12  0.169
C19 -1.26 -0.07 5.95  0.548
C20 -3.43 1.94 -0.06  -0.726
C21 -3.83 1.82 1.29  -0.833
C22 0.18 2.73 0.53  0.195
C23 2.64 4.84 -0.87  -0.298
C24 2.54 0.43 0.67  0.044
C25 0.27 1.04 7.95  -0.623
C26 0.90 0.25 6.97  -0.632
C27 -3.04 -3.10 -1.36  -0.481
C28 4.01 0.03 0.66  -1.665
C29 -2.95 1.58 2.35  -0.449
C30 2.21 4.46 -3.57  -0.507
C31 -2.71 -0.55 -3.22  -0.109
C32 0.92 3.00 -0.41  -1.001
C33 1.72 3.84 -1.28  0.538
H1 4.02 -2.16 -0.76  0.293
H2 -2.35 -3.95 -1.30  0.560
H3 -4.14 1.86 -0.88  0.662
H4 -1.59 1.86 8.70  0.427
H5 3.34 -3.78 -0.81  0.450
H6 -3.41 0.15 -2.73  0.098
H7 -4.03 -1.95 -4.28  0.283
H8 -0.28 -1.88 -3.59  0.413
H9 3.88 -0.26 -2.22  0.297
H10 -0.72 1.38 2.59  0.969
H11 2.06 4.33 -4.65  0.440
H12 -3.81 -0.38 -5.07  0.442
H13 -2.68 -0.40 4.38  0.346
H14 -5.00 -2.64 -2.24  0.369
H15 4.46 0.12 -0.34  0.234
H16 0.71 3.01 -3.02  0.381
H17 3.27 1.39 -1.86  0.374
H18 4.16 -0.99 1.02  0.385
H19 1.46 -0.95 -2.76  0.419
H20 2.93 -2.63 -2.09  0.265
H21 3.16 0.73 -3.49  0.428
H22 -3.26 1.35 3.36  0.788
H23 0.02 -2.87 -2.14  -0.065
H24 -1.76 2.84 -1.22  0.559
H25 1.98 0.07 6.98  0.444
H26 -1.99 -3.62 -4.39  0.273
H27 -3.30 -2.87 -0.31  0.462
H28 4.58 0.70 1.32  0.484
H29 0.85 1.49 8.76  0.415
H30 2.13 0.34 1.69  0.185
H31 2.41 -0.19 4.56  0.417
H32 -4.11 -3.99 -3.04  0.329
H33 -2.98 0.85 6.79  0.411
H34 2.83 5.09 0.16  0.551
H35 2.39 1.48 0.39  0.080
H36 2.08 -2.46 0.89  0.481
H37 2.24 -1.90 4.97  0.407
H38 1.02 -2.90 -0.45  0.549
H39 -1.58 -4.62 -2.97  0.332
H40 -2.51 -1.57 -5.13  0.313
H41 4.06 6.32 -1.63  0.449
H42 -1.84 0.08 -3.53  0.152
H43 0.93 0.69 -2.34  0.057
H44 -0.35 -4.25 -4.18  0.450
H45 1.93 -1.36 3.29  -0.052
H46 -4.85 -4.23 -1.46  0.444



Below is C33H46CdN3O12PS3 as an isolated structure at a distorted geometry, with properties calculated with wB97M-V/def2-TZVPD.

As for the energy above the lowest of the compared OMol25 structures with the same formula, charge and spin: 32.4 kJ/mol. The net charge is -2. For the largest force on an atom, the calculation gives 1.44 eV Å⁻¹. For the HOMO-LUMO gap, the calculation gives 6.60 eV. As for the molar mass: 916.3 g mol⁻¹. The value obtained for the total energy is -4056.07312 hartree.

Last column: Mulliken charge in e.
Atoms and positions in Å:
Cd1 -0.56 0.08 -1.09  3.151
S1 2.17 0.05 -1.93  1.096
S2 1.79 5.47 2.67  1.176
S3 0.35 -2.63 -3.07  1.949
P1 -3.15 -1.87 -1.11  1.511
O1 0.10 -4.07 -3.10  -0.834
O2 -0.10 -1.94 -4.26  -0.786
O3 2.69 6.55 3.00  -0.737
O4 0.32 1.98 -0.16  -1.006
O5 -0.41 2.94 -2.07  -0.789
O6 -2.52 0.53 -0.32  -0.596
O7 -0.10 -2.05 -1.79  -0.470
O8 1.89 -0.45 -0.58  -0.476
O9 3.20 1.07 -1.98  -0.750
O10 -0.40 -1.23 1.23  -0.239
O11 0.97 0.35 -2.71  -0.925
O12 0.71 5.17 3.57  -0.686
N1 0.83 -2.96 2.08  0.425
N2 1.13 5.89 1.22  -0.274
N3 -0.47 -1.58 3.46  0.406
C1 0.26 2.91 -1.03  0.611
C2 -3.93 1.44 1.40  -1.786
C3 -3.86 -1.04 -2.60  0.646
C4 2.76 4.01 2.47  0.083
C5 -3.43 -1.38 -3.88  -0.352
C6 0.33 4.89 0.46  -0.629
C7 -4.82 -0.03 -2.47  -0.543
C8 2.91 -1.40 -2.71  -0.127
C9 -5.33 0.62 -3.58  -0.591
C10 -0.01 -1.88 2.19  -0.047
C11 -3.30 2.83 -0.57  -1.641
C12 2.82 -3.64 -3.59  -0.708
C13 0.43 -3.64 4.38  -0.712
C14 1.07 4.16 -0.65  -0.359
C15 -3.97 -0.75 -5.00  -0.704
C16 -0.01 -2.22 4.67  -0.713
C17 4.21 -3.67 -3.67  -0.558
C18 2.20 2.75 2.63  -0.174
C19 -4.91 0.26 -4.86  -0.431
C20 -4.73 -2.03 -0.13  -1.520
C21 4.32 1.76 2.02  0.835
C22 1.44 -3.58 3.24  -0.702
C23 -1.31 -0.41 3.63  -0.794
C24 4.08 4.16 2.05  -0.763
C25 -3.26 -3.61 -1.80  -1.624
C26 1.42 -3.29 0.79  -0.436
C27 4.94 -2.56 -3.28  -0.530
C28 2.16 -2.52 -3.09  -0.634
C29 2.98 1.63 2.39  0.056
C30 4.29 -1.43 -2.81  -0.663
C31 4.85 3.03 1.85  -0.631
C32 5.16 0.53 1.80  -1.355
C33 -2.84 1.71 0.36  1.376
H1 6.03 -2.57 -3.34  0.366
H2 -0.43 -4.23 4.06  0.290
H3 4.66 -0.11 1.07  0.178
H4 4.48 5.16 1.92  0.404
H5 2.22 -4.48 -3.89  0.492
H6 -4.15 -3.77 -2.42  0.398
H7 2.33 -3.02 3.57  0.286
H8 0.82 -1.66 5.12  0.291
H9 0.87 -4.10 5.27  0.378
H10 4.84 -0.54 -2.52  0.503
H11 -4.89 -1.13 0.47  0.372
H12 1.31 -4.37 0.61  0.419
H13 5.88 3.14 1.52  0.270
H14 -1.53 0.00 2.64  -0.236
H15 -4.88 1.22 0.90  0.376
H16 -3.62 -1.04 -5.99  0.401
H17 -0.52 5.41 0.05  0.345
H18 2.53 0.65 2.45  0.096
H19 0.90 -2.75 0.01  -0.582
H20 -4.07 2.32 2.05  0.332
H21 -3.65 0.59 2.02  0.297
H22 -2.25 -0.68 4.12  0.375
H23 -0.81 0.36 4.23  0.354
H24 -2.58 2.96 -1.38  0.299
H25 -5.30 0.77 -5.73  0.342
H26 2.48 -3.02 0.76  0.349
H27 4.71 -4.56 -4.03  0.349
H28 -6.05 1.42 -3.46  0.368
H29 -2.36 -3.83 -2.38  0.367
H30 1.18 4.80 -1.53  0.363
H31 1.16 2.66 2.92  0.416
H32 6.15 0.79 1.43  0.341
H33 -2.66 -2.13 -4.02  0.062
H34 -5.58 -2.21 -0.78  0.390
H35 -3.39 3.78 -0.02  0.376
H36 -4.60 -2.88 0.55  0.387
H37 -3.28 -4.31 -0.96  0.399
H38 -0.83 -2.22 5.40  0.361
H39 -4.28 2.59 -1.01  0.335
H40 1.76 -4.58 2.96  0.359
H41 -5.14 0.27 -1.48  0.166
H42 -1.96 2.08 0.90  -0.329
H43 1.85 6.33 0.66  0.333
H44 -0.05 4.16 1.18  0.169
H45 2.06 3.83 -0.32  0.027
H46 5.27 -0.03 2.73  0.337



Below is C33H46ClF3O4P4PbS as an isolated structure at a distorted geometry, with properties calculated with wB97M-V/def2-TZVPD.

As for the energy above the lowest of the compared OMol25 structures with the same formula, charge and spin: 30.9 kJ/mol. The net charge is +2. For the largest force on an atom, the calculation gives 7.56 eV Å⁻¹. For the HOMO-LUMO gap (alpha / beta), the calculation gives 3.24 / 3.26 eV. As for the molar mass: 962.3 g mol⁻¹. The value obtained for the total energy is -4301.56856 hartree.

Last column: Mulliken charge in e.
Atoms and positions in Å:
Pb1 -0.67 -1.51 1.74  1.726
Cl1 -3.03 -2.48 2.10  -0.412
S1 1.45 -3.09 4.46  1.112
P1 0.21 -3.92 0.44  0.860
P2 3.88 0.31 0.44  1.340
P3 -2.13 2.77 -3.63  -0.088
P4 -0.72 0.52 3.69  0.838
F1 0.71 -3.00 7.01  -0.208
F2 2.71 -3.88 6.70  -0.191
F3 0.90 -5.04 6.22  -0.196
O1 0.03 -3.13 4.08  -0.751
O2 1.95 -1.72 4.64  -0.624
O3 2.29 -4.00 3.68  -0.643
O4 1.81 0.10 -1.88  -0.562
C1 -5.47 1.27 -1.87  -0.757
C2 -4.16 1.34 -2.35  -0.186
C3 -1.77 1.23 -4.45  -0.338
C4 1.50 4.02 -2.52  -0.703
C5 2.12 -0.14 0.48  1.348
C6 -0.93 3.52 -1.20  -0.271
C7 -1.08 -0.63 -0.07  -0.672
C8 3.89 2.09 0.24  -1.176
C9 -5.66 3.70 -1.97  -0.584
C10 4.81 -0.12 1.89  -1.319
C11 -1.82 0.03 -6.55  -0.643
C12 1.95 -4.44 0.36  -1.008
C13 -6.22 2.44 -1.70  -0.468
C14 -1.92 1.80 3.20  -1.087
C15 4.66 -0.44 -0.98  -1.307
C16 -0.75 3.16 -2.55  0.497
C17 -1.02 -0.97 -5.97  -0.672
C18 -4.37 3.78 -2.51  -0.232
C19 0.85 1.38 4.03  -0.877
C20 -1.26 -0.09 5.31  -1.184
C21 -0.18 0.07 -0.66  -1.430
C22 -3.64 2.59 -2.70  0.448
C23 0.08 4.23 -0.55  -0.772
C24 1.45 -3.80 6.20  0.364
C25 1.22 0.49 -0.61  2.175
C26 1.28 4.50 -1.22  -0.497
C27 -0.37 -3.91 -1.30  -1.206
C28 0.50 3.33 -3.18  -0.660
C29 -0.62 -5.35 1.21  -1.251
C30 -0.65 -0.90 -4.62  -0.669
C31 -2.19 1.14 -5.81  -0.628
C32 -1.06 0.18 -3.84  0.814
C33 1.69 -0.98 1.42  -1.436
H1 -2.31 2.31 4.09  0.477
H2 1.55 0.65 4.44  0.257
H3 -3.55 0.44 -2.48  0.471
H4 1.25 1.78 3.09  0.054
H5 -2.78 1.96 -6.23  0.432
H6 -0.06 4.57 0.48  0.444
H7 2.46 4.20 -3.02  0.457
H8 -1.68 -5.10 1.35  0.362
H9 5.87 0.02 1.64  0.449
H10 2.02 -5.40 -0.17  0.460
H11 4.65 -1.16 2.19  0.440
H12 4.57 0.54 2.73  0.439
H13 4.04 -0.23 -1.85  0.309
H14 2.52 -3.67 -0.18  0.177
H15 -6.22 4.61 -1.76  0.395
H16 2.34 -4.53 1.39  0.291
H17 -1.68 0.73 5.89  0.498
H18 -5.91 0.30 -1.62  0.398
H19 -7.26 2.38 -1.36  0.393
H20 4.94 2.39 0.14  0.548
H21 -1.45 2.52 2.51  0.228
H22 1.23 1.59 -0.47  -0.509
H23 -1.85 3.25 -0.68  0.529
H24 1.17 0.24 -2.61  0.201
H25 3.33 2.36 -0.67  0.178
H26 -2.75 1.30 2.67  0.366
H27 0.64 2.95 -4.19  0.477
H28 -2.14 -0.07 -7.59  0.404
H29 -0.87 0.21 -2.76  -0.023
H30 3.43 2.55 1.12  0.394
H31 -2.09 -0.81 -0.47  0.521
H32 0.35 -3.37 -1.92  0.256
H33 -0.50 -6.23 0.57  0.474
H34 -1.34 -3.38 -1.33  0.326
H35 2.07 5.08 -0.72  0.505
H36 -0.06 -1.71 -4.17  0.385
H37 -2.02 -0.87 5.14  0.355
H38 2.39 -1.43 2.15  -0.086
H39 -0.68 -1.81 -6.58  0.412
H40 -0.49 -4.94 -1.65  0.544
H41 4.74 -1.53 -0.83  0.429
H42 -0.16 -5.51 2.20  0.332
H43 0.68 2.20 4.74  0.511
H44 -0.41 -0.55 5.83  0.299
H45 5.66 0.01 -1.07  0.505
H46 -3.91 4.73 -2.81  0.423



The highest total energy belongs to which entry?
C33H46CdN3O12PS3



What is the formula in the third record?
C33H46ClF3O4P4PbS



What is the formula in the third record?
C33H46ClF3O4P4PbS